(1)
{"formula": "C24H42FN2O4PS", "method": "ωB97M-V/def2-TZVPD", "elements": ["C", "C", "C", "C", "C", "C", "C", "C", "C", "C", "N", "C", "C", "C", "C", "F", "C", "P", "O", "O", "S", "N", "C", "H", "H", "H", "H", "H", "H", "H", "H", "H", "H", "H", "H", "H", "H", "H", "H", "H", "H", "H", "H", "H", "H", "C", "C", "O", "C", "C", "H", "H", "H", "H", "H", "H", "H", "H", "H", "H", "C", "C", "O", "C", "C", "H", "H", "H", "H", "H", "H", "H", "H", "H", "H"], "coordinates": [[-1.19, -0.27, -0.03], [0.12, 0.43, 0.38], [1.20, -0.66, 0.48], [0.52, 1.50, -0.66], [0.72, 2.95, -0.11], [-0.25, 3.90, -0.75], [0.16, 4.76, -1.74], [-0.77, 5.61, -2.38], [-2.09, 5.60, -2.01], [-2.54, 4.74, -0.98], [-3.86, 4.76, -0.63], [-4.21, 3.97, 0.35], [-5.68, 3.97, 0.68], [-6.46, 3.46, -0.54], [-6.45, 1.95, -0.64], [-7.77, 3.89, -0.43], [-3.26, 3.18, 1.05], [-3.62, 2.22, 2.55], [-2.23, 1.58, 3.00], [-4.42, 0.95, 2.05], [-4.40, 3.24, 3.98], [-2.00, 3.13, 0.70], [-1.61, 3.91, -0.34], [-1.69, -0.62, 0.87], [-1.86, 0.38, -0.58], [-0.98, -1.16, -0.62], [-0.08, 0.88, 1.35], [2.07, -0.29, 1.02], [0.76, -1.52, 0.97], [1.46, -0.95, -0.53], [-0.25, 1.53, -1.42], [1.43, 1.18, -1.17], [1.73, 3.27, -0.33], [0.53, 2.93, 0.95], [1.19, 4.80, -2.07], [-0.45, 6.28, -3.16], [-2.81, 6.24, -2.49], [-6.01, 4.98, 0.86], [-5.91, 3.33, 1.51], [-6.02, 3.87, -1.44], [-6.69, 1.51, 0.32], [-5.47, 1.60, -0.95], [-7.18, 1.59, -1.36], [-1.68, 2.28, 3.37], [-4.34, 0.21, 2.67], [-0.80, -5.96, -0.67], [0.35, -4.97, -0.65], [0.69, -4.53, 0.65], [1.13, -5.53, 1.56], [2.38, -6.26, 1.10], [-1.67, -5.56, -0.15], [-1.09, -6.18, -1.71], [-0.53, -6.91, -0.20], [0.06, -4.07, -1.19], [1.22, -5.38, -1.16], [0.32, -6.24, 1.76], [1.33, -5.01, 2.49], [2.20, -6.86, 0.21], [2.72, -6.94, 1.89], [3.18, -5.56, 0.88], [5.75, -2.21, 1.33], [5.36, -2.70, -0.05], [4.91, -1.68, -0.92], [5.85, -0.65, -1.21], [7.11, -1.15, -1.90], [4.93, -1.64, 1.78], [5.98, -3.05, 1.98], [6.63, -1.56, 1.31], [4.51, -3.39, 0.04], [6.18, -3.26, -0.51], [6.10, -0.09, -0.30], [5.32, 0.04, -1.87], [7.70, -1.79, -1.25], [7.73, -0.30, -2.19], [6.86, -1.72, -2.79]], "gap_ha": 0.307, "total_energy_ha": -2189.6328, "smiles": "CC(C)CCc1cccc2nc(C[C@@H](C)F)c(P(O)(O)=S)nc12.CCOCC.CCOCC", "e_homo_ev": -8.937}

(2)
{"formula": "C54H99FN2O18S", "method": "ωB97M-V/def2-TZVPD", "elements": ["C", "O", "C", "C", "C", "C", "C", "C", "C", "C", "C", "C", "C", "O", "C", "C", "C", "C", "C", "C", "C", "C", "F", "C", "N", "S", "N", "C", "H", "H", "H", "H", "H", "H", "H", "H", "H", "H", "H", "H", "H", "H", "H", "H", "H", "H", "H", "H", "H", "H", "H", "H", "H", "H", "H", "H", "H", "H", "H", "H", "H", "H", "H", "O", "C", "O", "C", "C", "C", "H", "H", "H", "H", "H", "H", "H", "H", "O", "C", "O", "C", "C", "C", "H", "H", "H", "H", "H", "H", "H", "H", "O", "C", "O", "C", "C", "C", "H", "H", "H", "H", "H", "H", "H", "H", "O", "C", "O", "C", "C", "C", "H", "H", "H", "H", "H", "H", "H", "H", "O", "C", "O", "C", "C", "C", "H", "H", "H", "H", "H", "H", "H", "H", "O", "C", "O", "C", "C", "C", "H", "H", "H", "H", "H", "H", "H", "H", "O", "C", "O", "C", "C", "C", "H", "H", "H", "H", "H", "H", "H", "H", "O", "C", "O", "C", "C", "C", "H", "H", "H", "H", "H", "H", "H", "H"], "coordinates": [[1.31, -1.95, 1.70], [2.26, -2.51, 0.76], [3.41, -3.10, 1.43], [4.67, -2.09, 1.56], [5.15, -1.76, 0.06], [5.47, -0.22, -0.24], [4.28, 0.80, 0.19], [3.11, 0.63, -0.93], [3.07, 1.90, -1.92], [1.67, 2.68, -1.96], [1.04, 2.87, -0.49], [-0.38, 2.29, -0.26], [-1.16, 2.34, 1.11], [-2.47, 1.73, 1.16], [-2.16, 0.29, 1.06], [-3.46, -0.63, 1.36], [-4.09, -0.42, 2.82], [-4.48, -0.37, 0.14], [-5.88, -1.18, 0.26], [-6.28, -1.61, -1.26], [-6.95, -0.20, 0.95], [-0.47, 3.02, 2.31], [-1.13, 3.13, 3.57], [0.99, 3.60, 2.09], [1.86, 4.25, 3.05], [3.33, 4.63, 2.26], [3.12, 4.09, 0.63], [1.78, 3.55, 0.71], [1.36, -0.81, 1.66], [1.46, -2.27, 2.79], [0.24, -2.29, 1.40], [3.19, -3.50, 2.48], [3.71, -4.03, 0.80], [5.49, -2.70, 2.10], [4.46, -1.18, 2.21], [4.40, -2.16, -0.73], [6.14, -2.34, -0.11], [5.55, -0.12, -1.39], [6.46, 0.15, 0.18], [3.89, 0.64, 1.26], [4.73, 1.87, 0.18], [2.11, 0.38, -0.43], [3.38, -0.30, -1.57], [3.89, 2.66, -1.65], [3.35, 1.51, -2.98], [1.84, 3.70, -2.47], [0.91, 2.12, -2.62], [-0.93, 1.77, -1.14], [-1.83, -0.01, -0.01], [-1.29, 0.03, 1.78], [-3.15, -1.75, 1.29], [-3.20, -0.47, 3.57], [-4.76, -1.32, 3.07], [-4.65, 0.56, 2.96], [-3.92, -0.66, -0.83], [-4.67, 0.77, 0.05], [-5.66, -2.10, 0.91], [-7.33, -1.20, -1.46], [-5.60, -1.14, -2.05], [-6.21, -2.75, -1.40], [-6.36, 0.64, 1.48], [-7.57, -0.71, 1.76], [-7.57, 0.30, 0.13], [-6.10, -0.20, -4.30], [-6.54, -1.09, -4.99], [-5.73, -1.76, -5.83], [-6.11, -2.94, -6.56], [-6.82, -2.57, -7.85], [-8.01, -1.40, -5.00], [-6.70, -3.61, -5.93], [-5.19, -3.47, -6.80], [-7.75, -2.03, -7.66], [-7.06, -3.47, -8.42], [-6.19, -1.92, -8.46], [-8.52, -0.70, -5.66], [-8.39, -1.27, -3.98], [-8.25, -2.42, -5.28], [7.29, -1.07, 2.11], [7.89, -0.84, 3.13], [8.95, -1.60, 3.48], [9.83, -1.31, 4.58], [9.26, -1.83, 5.88], [7.42, 0.22, 4.08], [10.06, -0.24, 4.62], [10.77, -1.82, 4.36], [8.31, -1.36, 6.13], [9.96, -1.66, 6.70], [9.07, -2.91, 5.81], [6.62, -0.18, 4.70], [7.03, 1.06, 3.49], [8.20, 0.63, 4.71], [-0.60, 0.75, -2.89], [-1.07, -0.15, -3.57], [-0.29, -0.82, -4.43], [-0.69, -2.00, -5.14], [-1.44, -1.64, -6.41], [-2.54, -0.45, -3.52], [-1.26, -2.67, -4.49], [0.22, -2.53, -5.40], [-2.36, -1.09, -6.19], [-1.70, -2.53, -6.97], [-0.83, -0.99, -7.04], [-3.07, 0.24, -4.18], [-2.89, -0.32, -2.50], [-2.79, -1.48, -3.80], [-9.80, -0.66, -7.53], [-10.82, -1.07, -7.02], [-11.63, -1.90, -7.71], [-12.76, -2.58, -7.14], [-13.98, -1.69, -7.13], [-11.23, -0.61, -5.65], [-12.52, -2.98, -6.15], [-12.94, -3.45, -7.78], [-13.84, -0.81, -6.52], [-14.85, -2.24, -6.76], [-14.20, -1.34, -8.15], [-11.74, 0.35, -5.74], [-10.34, -0.50, -5.04], [-11.88, -1.31, -5.12], [8.99, -1.21, 8.92], [7.97, -1.62, 9.43], [7.17, -2.46, 8.73], [6.04, -3.14, 9.29], [4.80, -2.25, 9.27], [7.53, -1.15, 10.78], [6.26, -3.52, 10.29], [5.86, -4.01, 8.66], [4.94, -1.36, 9.88], [3.94, -2.80, 9.65], [4.60, -1.91, 8.26], [7.02, -0.19, 10.68], [8.42, -1.03, 11.41], [6.89, -1.85, 11.31], [3.15, 9.27, -1.51], [2.29, 8.51, -1.10], [0.99, 8.84, -1.21], [-0.09, 7.95, -0.91], [-0.41, 7.96, 0.57], [2.67, 7.25, -0.38], [0.11, 6.95, -1.30], [-0.96, 8.33, -1.47], [0.43, 7.60, 1.16], [-1.28, 7.32, 0.78], [-0.64, 8.97, 0.90], [2.89, 7.48, 0.66], [3.56, 6.83, -0.86], [1.91, 6.47, -0.43], [-0.15, -4.43, -9.63], [0.78, -3.78, -9.22], [1.32, -2.82, -9.98], [2.31, -1.88, -9.52], [3.71, -2.47, -9.62], [1.41, -4.11, -7.89], [2.08, -1.53, -8.51], [2.24, -1.01, -10.17], [3.82, -3.36, -8.98], [4.46, -1.74, -9.32], [3.91, -2.79, -10.64], [2.11, -4.94, -8.02], [0.62, -4.41, -7.20], [1.92, -3.27, -7.43], [2.98, -0.57, 10.07], [2.80, 0.63, 10.00], [3.54, 1.46, 10.76], [3.53, 2.89, 10.63], [2.39, 3.51, 11.40], [1.71, 1.19, 9.14], [3.53, 3.19, 9.57], [4.48, 3.24, 11.04], [1.42, 3.17, 11.03], [2.42, 4.60, 11.34], [2.44, 3.21, 12.45], [0.76, 1.14, 9.69], [1.64, 0.59, 8.24], [1.89, 2.21, 8.81]], "gap_ha": 0.265, "total_energy_ha": -4078.5210, "e_homo_ev": -8.220}

(3)
{"formula": "C58H117N7O17", "method": "ωB97M-V/def2-TZVPD", "elements": ["O", "C", "N", "C", "H", "H", "H", "H", "H", "O", "C", "N", "C", "H", "H", "H", "H", "H", "O", "C", "N", "C", "H", "H", "H", "H", "H", "C", "C", "N", "C", "C", "C", "C", "H", "H", "H", "H", "H", "H", "H", "H", "H", "H", "H", "H", "H", "H", "H", "C", "C", "N", "C", "C", "C", "C", "H", "H", "H", "H", "H", "H", "H", "H", "H", "H", "H", "H", "H", "H", "H", "C", "C", "N", "C", "C", "C", "C", "H", "H", "H", "H", "H", "H", "H", "H", "H", "H", "H", "H", "H", "H", "H", "C", "C", "N", "C", "C", "C", "C", "H", "H", "H", "H", "H", "H", "H", "H", "H", "H", "H", "H", "H", "H", "H", "O", "C", "O", "C", "C", "C", "H", "H", "H", "H", "H", "H", "O", "C", "O", "C", "C", "C", "H", "H", "H", "H", "H", "H", "O", "C", "O", "C", "C", "C", "H", "H", "H", "H", "H", "H", "O", "C", "O", "C", "C", "C", "H", "H", "H", "H", "H", "H", "O", "C", "O", "C", "C", "C", "H", "H", "H", "H", "H", "H", "O", "C", "O", "C", "C", "C", "H", "H", "H", "H", "H", "H", "O", "C", "O", "C", "C", "C", "H", "H", "H", "H", "H", "H"], "coordinates": [[4.45, -2.19, 5.22], [4.79, -1.05, 4.84], [6.07, -0.73, 4.79], [3.83, 0.05, 4.59], [6.65, -1.53, 4.99], [6.40, 0.18, 4.51], [4.27, 1.04, 4.73], [2.95, 0.07, 5.23], [3.43, -0.06, 3.58], [1.18, -5.94, -2.12], [0.60, -6.11, -1.08], [-0.55, -5.57, -0.78], [1.33, -6.87, 0.03], [-1.02, -5.02, -1.49], [-0.99, -5.92, 0.06], [2.28, -7.36, -0.19], [0.63, -7.47, 0.60], [1.75, -6.08, 0.65], [-5.90, 0.29, 3.44], [-5.13, 1.23, 3.71], [-5.59, 2.44, 3.99], [-3.70, 1.00, 3.84], [-4.93, 3.13, 4.30], [-6.56, 2.72, 3.90], [-3.53, 0.11, 4.45], [-3.10, 1.79, 4.28], [-3.20, 0.67, 2.93], [-4.49, -4.40, -1.53], [-3.97, -4.89, -0.16], [-4.83, -4.41, 0.94], [-5.10, -2.96, 1.08], [-3.86, -2.12, 1.07], [-6.10, -5.09, 1.07], [-6.20, -5.72, 2.48], [-5.55, -4.46, -1.73], [-4.01, -5.01, -2.30], [-4.22, -3.35, -1.68], [-4.02, -5.98, -0.12], [-2.96, -4.68, 0.19], [-5.63, -2.75, 2.00], [-5.74, -2.70, 0.24], [-4.14, -1.08, 1.29], [-3.42, -2.18, 0.08], [-3.11, -2.52, 1.75], [-6.91, -4.37, 0.96], [-6.31, -5.93, 0.41], [-5.93, -4.95, 3.21], [-7.19, -6.07, 2.74], [-5.50, -6.54, 2.60], [0.98, -1.74, -1.54], [0.75, -2.10, -0.08], [0.58, -0.90, 0.74], [-0.66, -0.16, 0.36], [-0.26, 1.07, -0.43], [0.75, -1.15, 2.15], [-0.05, -2.29, 2.67], [0.04, -1.35, -1.95], [1.19, -2.62, -2.14], [1.80, -1.06, -1.77], [-0.07, -2.81, 0.05], [1.57, -2.75, 0.24], [-1.35, -0.75, -0.25], [-1.30, 0.05, 1.22], [-1.13, 1.55, -0.87], [0.16, 1.79, 0.28], [0.50, 0.92, -1.19], [0.64, -0.23, 2.73], [1.77, -1.52, 2.26], [-1.11, -2.17, 2.43], [0.05, -2.41, 3.75], [0.10, -3.29, 2.26], [5.54, 2.51, -2.32], [4.23, 3.39, -1.96], [4.13, 3.36, -0.48], [3.95, 4.64, 0.15], [2.72, 5.45, -0.30], [3.07, 2.37, -0.20], [2.79, 2.10, 1.33], [5.94, 2.82, -3.29], [5.34, 1.46, -2.50], [6.37, 2.62, -1.62], [4.37, 4.45, -2.17], [3.42, 2.86, -2.46], [3.95, 4.46, 1.22], [4.83, 5.27, 0.02], [2.61, 5.37, -1.38], [1.87, 5.00, 0.22], [2.85, 6.50, -0.04], [3.35, 1.49, -0.79], [2.12, 2.70, -0.63], [3.75, 2.05, 1.85], [2.43, 1.07, 1.30], [2.19, 2.83, 1.87], [-1.44, 4.10, -2.94], [-0.33, 5.11, -2.95], [-0.33, 6.27, -3.93], [0.95, 6.93, -3.99], [0.95, 7.84, -5.25], [-1.58, 7.07, -3.75], [-1.45, 7.99, -2.58], [-2.41, 4.60, -2.89], [-1.35, 3.30, -2.20], [-1.39, 3.64, -3.93], [-0.19, 5.44, -1.92], [0.64, 4.63, -3.12], [1.09, 7.62, -3.15], [1.91, 6.41, -4.04], [1.93, 8.30, -5.43], [0.77, 7.26, -6.15], [0.24, 8.67, -5.27], [-2.48, 6.45, -3.69], [-1.71, 7.71, -4.62], [-1.40, 7.53, -1.59], [-2.37, 8.58, -2.50], [-0.73, 8.80, -2.70], [1.33, -1.45, -6.41], [1.84, -0.73, -5.52], [3.17, -0.54, -5.45], [3.59, 0.30, -4.41], [2.35, 0.97, -3.98], [1.15, 0.16, -4.46], [4.39, 0.97, -4.71], [3.93, -0.13, -3.47], [2.35, 1.99, -4.36], [2.32, 1.10, -2.90], [0.45, 0.74, -5.06], [0.51, -0.27, -3.68], [-1.46, -2.71, -3.75], [-1.57, -3.69, -4.53], [-2.84, -4.18, -4.82], [-2.78, -5.28, -5.69], [-1.23, -5.66, -5.91], [-0.47, -4.64, -5.02], [-3.21, -5.16, -6.68], [-3.25, -6.17, -5.27], [-0.94, -5.82, -6.95], [-0.95, -6.65, -5.55], [0.29, -4.08, -5.56], [-0.14, -5.19, -4.14], [3.49, -8.20, 3.84], [3.55, -7.06, 4.23], [3.18, -6.09, 3.41], [2.86, -4.91, 4.15], [3.07, -5.26, 5.59], [3.98, -6.48, 5.58], [1.83, -4.60, 3.99], [3.60, -4.14, 3.92], [2.20, -5.45, 6.22], [3.43, -4.36, 6.09], [3.80, -7.19, 6.38], [5.01, -6.11, 5.59], [-1.84, 5.68, 5.58], [-0.90, 4.97, 5.19], [-1.13, 3.79, 4.54], [0.09, 3.12, 4.13], [1.16, 3.88, 4.96], [0.60, 5.19, 5.35], [0.25, 3.19, 3.05], [0.00, 2.06, 4.37], [2.11, 3.79, 4.44], [1.27, 3.32, 5.89], [1.09, 5.91, 4.68], [0.84, 5.45, 6.38], [-3.35, 2.53, 0.64], [-3.33, 3.76, 0.78], [-2.70, 4.59, -0.06], [-2.87, 5.90, 0.36], [-3.52, 5.94, 1.74], [-4.02, 4.50, 1.93], [-3.58, 6.34, -0.34], [-1.94, 6.46, 0.36], [-4.25, 6.75, 1.73], [-2.80, 6.20, 2.52], [-5.10, 4.42, 1.80], [-3.71, 4.23, 2.94], [-6.09, -1.28, -2.57], [-5.08, -0.67, -2.88], [-4.37, 0.01, -1.91], [-3.13, 0.59, -2.37], [-3.30, 0.43, -3.94], [-4.42, -0.59, -4.22], [-2.30, -0.01, -2.00], [-3.14, 1.65, -2.11], [-2.43, -0.09, -4.35], [-3.49, 1.42, -4.36], [-4.05, -1.58, -4.49], [-5.11, -0.27, -5.00], [4.40, -5.36, -0.08], [4.80, -4.60, 0.75], [5.83, -4.87, 1.59], [6.11, -3.71, 2.41], [5.47, -2.55, 1.67], [4.28, -3.18, 1.03], [7.18, -3.55, 2.51], [5.67, -3.80, 3.40], [6.23, -2.05, 1.07], [5.15, -1.77, 2.35], [3.78, -2.67, 0.21], [3.49, -3.29, 1.78]], "gap_ha": 0.266, "total_energy_ha": -3942.4369, "e_homo_ev": -7.433}